Here is a single C22H29NO4 molecule from OMol25. Energies are from the ωB97M-V functional and the def2-TZVPD basis.

Last column: natural (NBO) charge in e.
Cartesian coordinates (Å):
C (-3.7050, 0.3248, 1.8098)  -0.610
C (-2.5705, -0.6830, 1.9457)  -0.382
C (-1.2718, -0.0335, 2.4422)  -0.498
C (-0.8279, 1.0734, 1.5352)  0.601
O (-0.9393, 2.2396, 1.9362)  -0.623
C (-0.3060, 0.7981, 0.1931)  -0.337
C (-0.1634, 1.8746, -0.6558)  0.521
O (-0.4004, 3.1179, -0.3028)  -0.652
C (0.2944, 1.7511, -2.0863)  -0.399
C (-0.4314, 2.7994, -2.9233)  0.824
O (-1.6058, 2.8213, -3.1674)  -0.590
O (0.4371, 3.7103, -3.3679)  -0.505
C (-0.1093, 4.7785, -4.1298)  -0.263
C (0.1581, 0.3167, -2.6234)  0.003
C (-1.3013, -0.1095, -2.7865)  -0.627
C (0.8759, 0.2115, -3.9705)  -0.606
C (0.8411, -0.5770, -1.5848)  -0.484
C (0.1224, -0.5318, -0.2523)  0.329
N (-0.0893, -1.5322, 0.4939)  -0.472
C (0.3879, -2.8584, 0.2576)  -0.225
C (1.8500, -2.9908, 0.7318)  -0.422
C (1.9750, -2.4554, 2.1290)  -0.020
C (2.3835, -1.1470, 2.3518)  -0.222
C (2.4277, -0.6292, 3.6340)  -0.194
C (2.0659, -1.4171, 4.7128)  -0.225
C (1.6625, -2.7246, 4.5020)  -0.219
C (1.6150, -3.2381, 3.2185)  -0.175
H (-3.8741, 0.8404, 2.7526)  0.204
H (-4.6262, -0.1772, 1.5218)  0.208
H (-3.4728, 1.0714, 1.0533)  0.202
H (-2.8545, -1.4573, 2.6605)  0.204
H (-2.3792, -1.1650, 0.9875)  0.213
H (-0.4946, -0.7941, 2.4935)  0.271
H (-1.4393, 0.4052, 3.4284)  0.217
H (-0.6684, 3.0936, 0.6819)  0.518
H (1.3549, 2.0354, -2.1076)  0.254
H (0.7288, 5.4073, -4.4181)  0.197
H (-0.8235, 5.3420, -3.5269)  0.198
H (-0.6219, 4.3910, -5.0127)  0.193
H (-1.3464, -1.1447, -3.1190)  0.207
H (-1.8393, -0.0275, -1.8457)  0.221
H (-1.8066, 0.5119, -3.5194)  0.238
H (0.4079, 0.8678, -4.7008)  0.214
H (1.9238, 0.4907, -3.8789)  0.208
H (0.8240, -0.8075, -4.3475)  0.215
H (1.8749, -0.2497, -1.4367)  0.223
H (0.8688, -1.6037, -1.9518)  0.223
H (-0.2416, -3.5158, 0.8657)  0.198
H (0.3155, -3.1825, -0.7910)  0.178
H (2.4979, -2.4275, 0.0578)  0.205
H (2.1349, -4.0438, 0.6941)  0.218
H (2.6647, -0.5250, 1.5135)  0.206
H (2.7420, 0.3922, 3.7903)  0.213
H (2.0990, -1.0139, 5.7141)  0.213
H (1.3815, -3.3455, 5.3403)  0.212
H (1.2952, -4.2581, 3.0583)  0.200

Summary:
ΔE to the lowest compared entry with this formula, charge and spin: 156.72 kJ/mol
F_max: 0.660 eV/A
Kohn-Sham gap: 9.36 eV
HOMO: -8.8 eV
net charge: 0